Formula: C3H11N2O
Source: the OMol25 dataset
Level of theory: ωB97M-V/def2-TZVPD

XYZ file:
```
17
Properties=species:S:1:pos:R:3:lowdin_charge:R:1
C 3.016 0.435 0.010 -0.0303
C -1.608 0.087 -0.860 -0.1391
C -0.728 -0.819 -0.075 -0.4224
N -0.925 -0.783 1.203 0.2262
N -2.194 1.123 0.010 0.0145
O 0.024 -1.603 -0.682 0.2463
H 2.697 0.143 -0.877 -0.0558
H 2.655 1.536 0.120 0.0724
H 2.617 -0.164 0.771 -0.0149
H -2.398 -0.601 -1.129 0.1448
H -1.144 0.420 -1.841 0.1679
H -1.778 -0.081 1.587 0.2302
H -0.701 -1.265 2.065 0.1530
H -2.737 1.785 -0.508 0.0927
H 4.111 0.385 -0.035 0.0420
H -1.439 1.661 0.436 0.0953
H 0.530 -2.260 -0.196 0.1775
```

Computed properties:
Frontier orbital gap, eV: 11.11
Total energy, Eh: -305.3637
HOMO, eV: -14.83
Net charge: +1
Relative energy (zero: lowest compared OMol25 entry of this formula, charge and spin), kJ/mol: 233.7

***

Formula: BrH4P3
Source: the OMol25 dataset
Level of theory: ωB97M-V/def2-TZVPD

XYZ file:
```
8
Properties=species:S:1:pos:R:3:lowdin_charge:R:1
P -1.718 -0.713 -0.234 0.3839
P 1.207 0.871 -0.908 0.3857
P -0.010 0.206 0.803 0.1236
Br 1.023 -2.308 1.945 -0.2740
H -1.648 0.215 -1.194 -0.2442
H -2.921 -0.073 0.400 -0.1065
H 1.829 1.911 0.013 -0.1158
H 2.238 -0.109 -0.825 -0.1527
```

Computed properties:
Frontier orbital gap, eV: 6.87
Total energy, Eh: -3600.3890
HOMO, eV: -9.18
Net charge: 0
Relative energy (zero: lowest compared OMol25 entry of this formula, charge and spin), kJ/mol: 0.0

***

Formula: C34H50BrMoN3O2P2
Source: the OMol25 dataset
Level of theory: ωB97M-V/def2-TZVPD

XYZ file:
```
93
Properties=species:S:1:pos:R:3:lowdin_charge:R:1
Mo -0.318 -0.249 -1.081 1.4036
C -1.032 4.802 0.275 -0.0707
C -0.705 3.582 -0.648 -0.4694
C 0.331 4.016 -1.740 -0.0918
P -0.227 2.054 0.237 1.0752
C 1.034 2.547 1.506 -0.4845
C 2.116 3.522 1.004 -0.0840
C 0.408 2.990 2.826 -0.0803
C -1.599 1.459 1.213 -0.3048
C -2.706 2.129 1.725 0.0030
C -3.635 1.449 2.524 -0.2311
C -4.851 2.206 3.020 -0.0302
C -3.476 0.094 2.809 0.0024
C -2.422 -0.587 2.236 -0.0260
C -1.505 0.080 1.474 -0.3685
N -0.413 -0.598 0.873 -0.1522
C 0.647 -0.789 1.762 -0.3073
C 0.584 -0.512 3.148 0.0121
C 1.706 -0.749 3.939 0.0295
C 2.942 -1.125 3.356 -0.2355
C 4.204 -1.256 4.151 -0.0204
C 3.005 -1.378 2.020 -0.0486
C 1.884 -1.259 1.229 -0.2712
P 1.726 -1.734 -0.534 0.9983
C 3.300 -1.238 -1.474 -0.5076
C 4.619 -2.029 -1.229 -0.0697
C 3.459 0.293 -1.288 -0.1122
C 1.452 -3.562 -0.424 -0.5298
C 0.080 -3.896 0.170 -0.1104
C 2.485 -4.330 0.441 -0.0880
H -1.434 5.635 -0.286 0.0922
H -0.122 5.162 0.735 0.0596
H -1.746 4.616 1.088 0.0601
H -1.606 3.247 -1.166 0.0922
H 0.832 4.920 -1.419 0.0802
H -0.188 4.271 -2.666 0.0890
H 1.113 3.279 -1.990 0.0534
H 1.597 1.626 1.710 0.0866
H 1.729 4.502 0.804 0.0549
H 2.587 3.190 0.106 0.0552
H 2.894 3.647 1.783 0.1052
H -0.292 3.828 2.753 0.0797
H 1.168 3.232 3.569 0.0956
H -0.160 2.165 3.254 0.0591
H -2.818 3.186 1.562 0.1000
H -4.647 3.191 3.405 0.0785
H -5.402 1.595 3.802 0.1050
H -5.556 2.272 2.173 0.0993
H -4.132 -0.358 3.533 0.1240
H -2.174 -1.631 2.497 0.1420
H -0.401 -0.181 3.566 0.1337
H 1.620 -0.623 4.979 0.1139
H 4.590 -0.274 4.374 0.0910
H 4.987 -1.792 3.579 0.0972
H 4.056 -1.735 5.117 0.0948
H 3.961 -1.711 1.618 0.1102
H 2.983 -1.434 -2.504 0.0103
H 4.889 -2.061 -0.192 0.0515
H 5.397 -1.443 -1.755 0.1003
H 4.537 -2.998 -1.625 0.0597
H 3.725 0.543 -0.262 0.0774
H 2.555 0.796 -1.459 0.0013
H 4.286 0.661 -1.903 0.0974
H 1.485 -3.951 -1.461 0.0741
H 0.016 -3.641 1.213 0.0705
H 0.022 -4.987 0.089 0.0999
H -0.743 -3.415 -0.363 0.0446
H 2.234 -4.192 1.488 0.0764
H 3.544 -4.004 0.309 0.0733
H 2.469 -5.404 0.224 0.0955
N 0.053 0.844 -3.054 -0.0641
C -1.235 1.068 -3.748 -0.1137
C -2.374 1.157 -2.778 -0.5880
O -3.509 1.400 -3.064 0.1379
O -2.015 0.790 -1.521 -0.3085
H 0.445 1.762 -2.769 0.0586
H 0.752 0.390 -3.631 0.0643
H -1.387 0.230 -4.449 0.1377
H -1.184 1.970 -4.322 0.1306
C -4.935 -2.443 -2.571 -0.0096
C -3.480 -2.519 -2.901 -0.2107
C -3.020 -3.009 -4.116 0.0271
C -1.683 -3.015 -4.402 -0.0699
C -0.831 -2.440 -3.483 -0.7177
Br 1.009 -2.461 -3.791 0.9379
N -1.231 -1.871 -2.345 -0.1092
C -2.524 -1.982 -2.056 -0.1021
H -5.449 -1.848 -3.343 0.1110
H -5.064 -1.943 -1.623 0.0826
H -5.420 -3.409 -2.533 0.0948
H -3.718 -3.342 -4.879 0.1459
H -1.281 -3.426 -5.316 0.1218
H -2.865 -1.561 -1.102 0.1289
```

Computed properties:
Frontier orbital gap (spin up / spin down), eV: 6.39 / 7.67
Total energy, Eh: -4964.8069
HOMO (spin up / spin down), eV: -13.77 / -13.80
Net charge: +2
Multiplicity: 3

***

Formula: C8H14O
Source: the OMol25 dataset
Level of theory: ωB97M-V/def2-TZVPD

XYZ file:
```
23
Properties=species:S:1:pos:R:3:lowdin_charge:R:1
C -0.115 1.106 1.823 -0.0520
C 0.839 0.433 -1.974 -0.0675
C 0.695 0.312 0.831 -0.3317
C -0.139 0.300 -0.832 -0.3046
C 2.042 0.369 0.734 0.0240
C -1.317 0.955 -0.896 0.0508
H 0.408 1.134 2.780 0.0899
H -1.102 0.678 1.993 0.0733
H -0.256 2.121 1.451 0.0941
H 1.550 1.240 -1.791 0.0809
H 0.300 0.649 -2.897 0.0809
H 1.401 -0.490 -2.114 0.0747
H 2.590 -0.290 0.076 0.0704
H -2.071 0.904 -0.122 0.0591
H 2.586 1.097 1.321 0.0700
H -1.557 1.591 -1.741 0.0727
C -1.480 -1.818 0.203 -0.0053
C -0.043 -1.408 -0.066 -0.4974
O 0.806 -2.095 -0.619 0.0135
H 0.322 -0.986 1.065 0.1445
H -2.006 -1.115 0.842 0.0683
H -1.997 -1.893 -0.754 0.0980
H -1.457 -2.795 0.687 0.0937
```

Computed properties:
Frontier orbital gap (spin up / spin down), eV: 7.30 / 7.30
Total energy, Eh: -388.2435
HOMO (spin up / spin down), eV: -7.40 / -7.41
Net charge: 0
Relative energy (zero: lowest compared OMol25 entry of this formula, charge and spin), kJ/mol: 521.0

***

Formula: C23H53I2NO7P
Source: the OMol25 dataset
Level of theory: ωB97M-V/def2-TZVPD

XYZ file:
```
87
Properties=species:S:1:pos:R:3:lowdin_charge:R:1
O 4.757 0.650 -0.910 -0.4073
P 4.058 1.362 -2.295 0.4766
I 5.204 3.506 -2.501 0.4789
C 2.263 1.638 -1.756 -0.3580
C 1.676 2.926 -1.356 -0.0061
C 0.254 2.917 -0.924 0.0201
C -0.485 1.659 -0.940 -0.0821
N 0.097 0.463 -1.363 -0.4846
I -0.999 -1.290 -1.425 1.1529
C 1.420 0.430 -1.754 -0.1576
H 4.781 -0.306 -1.129 0.0430
H 2.303 3.846 -1.381 0.0756
H -0.226 3.867 -0.595 0.1006
H -1.556 1.623 -0.629 0.1281
H 1.872 -0.548 -2.069 0.1010
C -1.298 -6.765 -0.489 -0.0503
C -1.900 -5.447 -0.032 -0.4945
C -3.131 -5.669 0.833 -0.0532
O -2.258 -4.665 -1.177 -0.1061
H -2.013 -7.333 -1.092 0.0874
H -0.422 -6.590 -1.118 0.0813
H -0.998 -7.378 0.363 0.0767
H -1.155 -4.877 0.529 0.1361
H -3.910 -6.198 0.276 0.0874
H -3.559 -4.713 1.145 0.0829
H -2.886 -6.249 1.726 0.0669
H -2.917 -5.158 -1.681 0.0915
C 0.582 -4.135 -5.412 -0.0558
C 0.480 -2.651 -5.727 -0.4883
C 1.514 -1.849 -4.951 -0.0705
O -0.828 -2.184 -5.400 -0.0642
H 0.398 -4.321 -4.348 0.0778
H -0.171 -4.697 -5.967 0.0852
H 1.569 -4.527 -5.668 0.0841
H 0.621 -2.493 -6.798 0.1442
H 1.360 -1.960 -3.871 0.0374
H 1.423 -0.784 -5.178 0.0817
H 2.529 -2.172 -5.192 0.0859
H -0.963 -2.319 -4.455 0.0255
C -3.559 6.506 -2.567 -0.0555
C -2.792 5.716 -1.520 -0.4882
C -1.824 6.605 -0.754 -0.0695
O -2.066 4.659 -2.156 -0.0788
H -2.877 6.942 -3.303 0.0860
H -4.242 5.853 -3.116 0.0837
H -4.138 7.311 -2.110 0.0867
H -3.495 5.253 -0.823 0.1411
H -1.082 7.044 -1.428 0.0871
H -1.272 6.022 -0.012 0.0611
H -2.350 7.413 -0.242 0.0901
H -1.442 5.059 -2.775 0.0913
C 1.813 0.513 2.493 -0.0535
C 1.569 -0.970 2.725 -0.4847
C 2.632 -1.818 2.044 -0.0535
O 0.282 -1.325 2.221 -0.0741
H 1.775 0.751 1.423 0.0575
H 1.037 1.110 2.978 0.0838
H 2.785 0.821 2.884 0.0873
H 1.565 -1.178 3.797 0.1448
H 2.622 -1.658 0.960 0.0655
H 2.439 -2.880 2.210 0.0830
H 3.629 -1.582 2.422 0.0861
H 0.278 -1.144 1.275 -0.0022
C -1.261 -7.980 5.597 -0.0623
C -0.314 -7.151 4.745 -0.4962
C -0.836 -5.736 4.553 -0.0629
O -0.151 -7.775 3.471 -0.0619
H -2.242 -8.065 5.119 0.0812
H -0.878 -8.996 5.717 0.0821
H -1.392 -7.537 6.587 0.0817
H 0.671 -7.117 5.216 0.1395
H -1.803 -5.743 4.040 0.0691
H -0.152 -5.155 3.930 0.0739
H -0.956 -5.225 5.511 0.0817
H -1.017 -7.810 3.046 0.0708
C 0.243 9.405 2.286 -0.0585
C 0.871 8.588 1.169 -0.5036
C 1.248 7.193 1.647 -0.0715
O 2.036 9.254 0.688 -0.0504
H 0.943 9.532 3.117 0.0840
H -0.012 10.406 1.931 0.0838
H -0.664 8.928 2.664 0.0800
H 0.173 8.513 0.332 0.1194
H 1.982 7.244 2.456 0.0832
H 1.708 6.621 0.837 0.0692
H 0.371 6.648 2.006 0.0719
H 2.661 9.327 1.420 0.0903
```

Computed properties:
Frontier orbital gap, eV: 7.12
Total energy, Eh: -2426.0334
HOMO, eV: -11.78
Net charge: +1

***

Formula: C4H7O2P
Source: the OMol25 dataset
Level of theory: ωB97M-V/def2-TZVPD

XYZ file:
```
14
Properties=species:S:1:pos:R:3:lowdin_charge:R:1
C -1.031 0.680 0.099 -0.2772
C -1.296 -0.821 0.094 -0.1138
C 0.258 1.063 -0.502 -0.2712
C -0.449 -1.794 -0.135 0.2078
O 3.055 0.623 -0.001 -0.3342
O 1.595 -1.320 -0.188 -0.2830
P 1.716 0.100 0.306 0.4411
H -1.883 1.211 -0.188 0.0931
H -0.852 1.045 1.163 0.1348
H 1.225 -0.047 1.552 0.0275
H -2.294 -0.942 0.345 0.0980
H 0.218 0.900 -1.657 0.1336
H 0.286 2.105 -0.418 0.0593
H -0.549 -2.802 -0.469 0.0841
```

Computed properties:
Frontier orbital gap (spin up / spin down), eV: 8.83 / 8.83
Total energy, Eh: -648.3424
HOMO (spin up / spin down), eV: -9.96 / -9.96
Net charge: 0
Relative energy (zero: lowest compared OMol25 entry of this formula, charge and spin), kJ/mol: 315.6

***

Formula: C4H18N2O4
Source: the OMol25 dataset
Level of theory: ωB97M-V/def2-TZVPD

XYZ file:
```
28
Properties=species:S:1:pos:R:3:lowdin_charge:R:1
C 0.651 -0.849 0.041 -0.0788
C -0.758 -0.241 -0.015 -0.3854
C -1.115 0.271 -1.427 -0.2304
N -0.797 -0.734 -2.457 -0.0117
N -0.942 0.919 0.859 -0.0138
C -0.938 0.639 2.277 -0.2640
O 0.348 0.329 2.804 -0.0731
H 1.402 -0.072 -0.134 0.0589
H 0.866 -1.249 1.022 0.0625
H 0.789 -1.623 -0.727 0.0739
H -1.462 -1.050 0.238 0.1295
H -2.172 0.545 -1.419 0.1122
H -0.521 1.162 -1.675 0.1055
H -1.031 -0.440 -3.403 0.0799
H -1.325 -1.587 -2.302 0.0756
H -0.262 1.619 0.576 0.0784
H -1.540 -0.248 2.480 0.1226
H -1.300 1.542 2.787 0.1172
H 1.013 0.932 2.472 0.0737
O -0.820 -3.516 0.963 -0.0459
H -0.584 -2.721 1.451 0.0125
H -0.539 -3.309 0.075 0.0125
O 1.928 0.861 -2.334 -0.0575
H 2.709 0.332 -2.547 0.0768
H 1.177 0.248 -2.343 0.0083
O 1.557 2.435 -0.124 -0.0723
H 2.356 2.931 0.039 0.0400
H 1.674 1.913 -0.948 -0.0072
```

Computed properties:
Frontier orbital gap, eV: 9.52
Total energy, Eh: -573.6627
HOMO, eV: -9.02
Net charge: 0
SMILES: C[C@H](CN)NCO.O.O.O
Relative energy (zero: lowest compared OMol25 entry of this formula, charge and spin), kJ/mol: 0.0